Here is a cluster of 2 separate species, C8H15N2 in total from the OMol25 dataset. Energies are from ωB97M-V with the def2-TZVPD basis set.

CARTESIAN COORDINATES (ANGSTROEM)
C -1.7838 1.2465 -0.0348
C 1.1910 -0.0502 -1.3808
C 0.0878 -1.0606 -1.3840
C 1.4453 0.2473 0.0991
C 0.2675 -0.3798 0.8512
C 1.4964 1.7601 -0.0267
C 0.1510 -0.1943 2.3374
C -1.6499 -1.8371 0.3428
N -0.3876 -1.1371 0.0545
N -2.1029 1.6374 -1.0711
H 2.0412 -0.2984 -1.9950
H 0.7546 0.8517 -1.9044
H -0.7730 -0.8201 -1.8795
H 0.4202 -2.1509 -1.6381
H 2.3471 -0.0120 0.5463
H 0.5150 2.2278 -0.1234
H 2.0338 1.9172 -0.9272
H 1.9684 2.2418 0.8536
H -0.8357 -0.3074 2.5960
H 0.4923 0.8530 2.4389
H 0.9209 -0.9035 2.5902
H -2.5682 -1.3764 -0.1776
H -1.4912 -2.9083 0.0309
H -1.8244 -1.6743 1.5102
H -2.7160 2.1276 -1.7083

## Properties
* molecular weight: 139.2 g/mol
* orbital gap: 11.6 eV
* strongest force on any atom: 4.83 eV Å⁻¹
* ΔE to the lowest compared entry with this formula, charge and spin: 53.9 kcal per mole
* total charge: +1
* E_LUMO: -3.050 eV
* HOMO level: -14.604 eV

natural (NBO) atomic charges, in units of e: 0.2639 -0.4277 -0.1979 -0.3083 0.5651 -0.5852 -0.6715 -0.4427 -0.3018 -0.7112 0.2590 0.2253 0.2138 0.2245 0.2494 0.2220 0.2274 0.2190 0.2449 0.2607 0.2680 0.2495 0.2473 0.2366 0.4697